Molecular formula: C9H14O
Method: DFT, wB97M-V/def2-TZVPD

Properties
ΔE to the lowest compared entry with this formula, charge and spin   201.0 kJ/mol
Multiplicity   1
E_HOMO   -8.11 eV
SMILES   Cc1ccc(O)cc1.CC

CARTESIAN COORDINATES (ANGSTROEM)
C -0.02 3.40 -2.51
C -1.21 2.51 -2.98
H 0.67 2.91 -1.84
H 0.70 3.93 -3.28
H -0.53 4.38 -2.22
H -1.94 3.18 -3.42
H -1.61 1.70 -2.18
H -1.01 1.82 -3.89
C 0.09 -2.55 3.50
C 0.19 -2.19 -0.25
C 0.52 -0.81 -0.19
C 0.02 -2.76 1.01
C 0.09 -1.93 2.17
C 0.63 0.09 0.93
C 0.39 -0.58 2.15
O 0.66 -0.22 -1.41
H 0.25 -2.69 -1.22
H -0.22 -3.77 1.25
H 1.04 1.12 0.71
H 0.51 0.70 -1.33
H 0.63 -3.55 3.55
H -0.95 -2.69 4.05
H 0.47 0.02 3.11
H 0.64 -2.01 4.28

Molecular formula: H5O2S
Method: DFT, wB97M-V/def2-TZVPD

Properties
ΔE to the lowest compared entry with this formula, charge and spin   21.4 kJ/mol
Multiplicity   1
E_HOMO   -3.28 eV
Total charge   -1

CARTESIAN COORDINATES (ANGSTROEM)
S 0.61 0.03 -1.32
H -0.29 -0.23 -2.29
H -1.67 1.18 -0.71
H -1.57 0.70 0.68
O -1.98 1.42 0.18
H 1.61 -0.29 1.29
H 1.57 -1.59 0.64
O 1.73 -1.22 1.52

Molecular formula: C35H51GeIMgNO5
Method: DFT, wB97M-V/def2-TZVPD

Properties
ΔE to the lowest compared entry with this formula, charge and spin   264.0 kJ/mol
Multiplicity   2
E_HOMO (spin up / spin down)   -13.00 / -13.00 eV
Expectation value of S²   0.763
Total charge   +2

CARTESIAN COORDINATES (ANGSTROEM)
Mg -2.45 19.98 8.05
C -5.52 23.13 7.43
C -4.51 22.58 8.42
C -5.13 22.22 9.75
C -3.42 23.65 8.58
O -3.84 21.41 7.79
Ge -3.71 21.10 5.87
O -1.82 20.97 6.45
C -0.76 21.48 5.63
C 0.31 21.82 6.59
C -0.18 20.36 4.77
C -1.14 22.62 4.77
O -3.89 19.25 6.51
C -4.24 18.10 5.73
C -3.01 17.25 5.58
C -5.43 17.33 6.44
C -4.64 18.56 4.29
H -6.13 23.94 7.79
H -6.20 22.29 7.14
H -4.98 23.53 6.54
H -5.40 23.13 10.24
H -4.46 21.72 10.42
H -6.03 21.67 9.61
H -3.83 24.38 9.29
H -3.10 24.13 7.61
H -2.45 23.35 9.01
H 0.77 20.87 7.08
H -0.02 22.51 7.30
H 1.21 22.20 6.10
H -0.04 19.41 5.36
H 0.76 20.74 4.39
H -0.83 20.12 3.92
H -1.34 23.55 5.34
H -2.03 22.37 4.15
H -0.34 22.87 4.00
H -2.65 16.73 6.53
H -2.14 17.88 5.27
H -3.12 16.42 4.88
H -5.08 16.76 7.31
H -5.94 16.64 5.80
H -6.06 18.18 6.79
H -3.71 18.97 3.81
H -5.46 19.31 4.40
H -4.98 17.78 3.64
I -7.84 18.71 9.88
C -5.82 18.08 10.16
C -5.34 17.13 11.09
C -3.99 16.99 11.20
C -3.15 17.75 10.37
N -3.61 18.70 9.57
C -4.95 18.86 9.46
H -6.04 16.59 11.72
H -3.37 16.42 11.90
H -2.10 17.66 10.49
H -5.30 19.54 8.68
C -1.80 20.72 12.08
C -0.91 21.05 10.93
O -1.29 20.81 9.72
C 0.26 21.78 11.33
C 0.43 22.19 12.68
C 1.59 22.83 13.09
C 2.53 23.25 12.20
C 2.41 22.87 10.88
C 1.30 22.19 10.42
H -2.70 20.26 11.72
H -2.04 21.61 12.64
H -1.30 19.96 12.76
H -0.35 21.99 13.43
H 1.71 23.06 14.17
H 3.34 23.90 12.54
H 3.14 23.19 10.12
H 1.27 21.82 9.39
C 3.97 13.69 8.57
C 2.99 14.80 8.55
C 1.66 14.69 8.04
C 0.69 15.68 8.14
C -0.65 15.29 7.51
C 0.99 16.97 8.73
C 0.24 18.18 8.61
O -0.88 18.39 8.00
C 2.30 17.01 9.33
C 2.64 18.08 10.29
C 3.26 16.03 9.19
H 4.45 13.53 7.59
H 3.53 12.73 9.02
H 4.75 13.98 9.27
H 1.37 13.79 7.58
H -0.66 15.54 6.41
H -1.53 15.80 7.94
H -0.78 14.17 7.65
H 0.62 18.98 9.30
H 1.96 18.14 11.16
H 2.87 19.09 9.91
H 3.54 17.77 10.77
H 4.27 16.17 9.62

Molecular formula: C5H6N
Method: DFT, wB97M-V/def2-TZVPD

Properties
ΔE to the lowest compared entry with this formula, charge and spin   642.5 kJ/mol
Multiplicity   1
E_HOMO   -15.46 eV
SMILES   C/C=C/[N+]1=C=C1
Total charge   +1

CARTESIAN COORDINATES (ANGSTROEM)
C 2.42 -0.77 -0.13
C 3.20 0.19 0.36
C 0.33 0.73 -0.24
C -0.66 -0.20 -0.32
C -2.02 0.13 0.11
N 1.70 0.33 -0.05
H 2.11 -1.79 -0.38
H 0.22 1.76 0.10
H -0.43 -1.20 -0.36
H -2.64 -0.83 0.14
H -2.29 1.12 -0.43
H -1.95 0.54 1.20

Molecular formula: C6H18N2O
Method: DFT, wB97M-V/def2-TZVPD

Properties
ΔE to the lowest compared entry with this formula, charge and spin   79.5 kJ/mol
Multiplicity   1
E_HOMO   -8.71 eV
SMILES   CN(C)C(C)(C)N.CO

CARTESIAN COORDINATES (ANGSTROEM)
C -0.96 0.61 0.24
C -0.71 1.27 1.60
C -1.67 -0.74 0.51
C 1.14 1.56 -0.55
N 0.32 0.36 -0.44
N -1.79 1.52 -0.55
H 1.81 -0.89 0.45
H -2.56 1.87 0.01
H -2.19 1.04 -1.35
H -1.61 1.23 2.21
H -1.97 -1.23 -0.41
H -1.03 -1.39 1.09
H 0.09 0.74 2.12
H -0.44 2.31 1.48
H -2.58 -0.55 1.09
H 2.02 1.31 -1.15
H 1.48 1.88 0.43
H 0.61 2.38 -1.04
C 2.19 -1.97 0.59
C 0.18 -0.25 -1.81
O 1.10 -2.85 0.72
H 0.47 -2.63 0.02
H 2.80 -2.09 1.48
H 2.81 -2.24 -0.28
H -0.24 0.46 -2.53
H -0.43 -1.15 -1.77
H 1.18 -0.54 -2.15

Molecular formula: C6H16BrCl6N3O6
Method: DFT, wB97M-V/def2-TZVPD

Properties
Multiplicity   1
E_HOMO   -0.71 eV
Total charge   -2

CARTESIAN COORDINATES (ANGSTROEM)
N -13.20 17.12 -2.63
H -13.14 16.29 -3.20
H -12.33 17.28 -2.13
H -13.82 16.95 -1.85
H -13.46 17.93 -3.17
N -15.48 19.07 -4.13
O -16.26 19.92 -4.47
O -15.87 17.97 -3.92
O -14.28 19.34 -3.92
N -16.60 16.68 -0.87
O -17.14 16.27 -1.92
O -17.33 17.03 0.03
O -15.38 16.77 -0.80
Br -15.14 14.76 -4.51
Cl -10.64 17.00 -0.82
C -9.25 17.80 -0.09
C -8.40 16.84 0.80
Cl -6.92 17.70 1.30
H -9.62 18.54 0.62
H -8.73 18.37 -0.86
H -8.05 15.97 0.25
H -8.95 16.50 1.68
Cl -9.61 21.03 -0.25
C -10.75 22.20 -0.84
C -12.15 21.63 -0.93
Cl -12.07 20.06 -1.83
H -10.49 22.61 -1.82
H -10.67 23.03 -0.15
H -12.78 22.30 -1.51
H -12.61 21.42 0.04
Cl -8.11 16.67 -3.65
C -9.29 17.81 -4.52
C -10.28 17.02 -5.30
Cl -11.34 15.88 -4.37
H -8.67 18.43 -5.15
H -9.77 18.44 -3.77
H -9.79 16.44 -6.08
H -10.95 17.76 -5.73